## w
17
Properties=species:S:1:pos:R:3:mulliken_charge:R:1 method="wB97M-V/def2-TZVPD" e_lumo_ev=0.93 mol_weight_g_mol=119.6 orbital_gap_ev=10.400 e_homo_ha=-0.348
Cl 1.464 1.060 -2.223 -0.214
N 1.253 -0.538 1.224 -0.597
C 0.305 2.545 -0.285 -1.164
C -1.068 0.812 -1.475 -0.865
C 0.065 1.462 -1.277 0.660
C 1.159 -1.743 0.897 0.126
C -0.066 -2.497 0.493 -0.924
H 1.095 2.248 0.405 0.340
H 0.084 -2.941 -0.490 0.251
H -0.245 -3.307 1.199 0.309
H -0.938 -1.845 0.464 0.259
H -1.946 1.048 -0.900 0.275
H 0.369 -0.026 1.201 0.214
H 2.082 -2.317 0.912 0.365
H -1.162 0.036 -2.215 0.309
H -0.605 2.755 0.273 0.294
H 0.628 3.453 -0.794 0.363

## x
17
Properties=species:S:1:pos:R:3:mulliken_charge:R:1 method="wB97M-V/def2-TZVPD" e_lumo_ev=0.93 mol_weight_g_mol=119.6 orbital_gap_ev=10.369 e_homo_ha=-0.347 smiles="C=C(C)[C@@](C)(N)Cl"
Cl 2.064 -0.784 0.273 -0.191
N 0.825 1.418 0.868 -0.685
C 0.697 0.261 -0.066 1.086
C -0.568 -0.451 0.356 0.295
C -1.400 0.027 1.208 -0.995
C -0.686 -1.823 -0.094 -1.297
C 0.627 0.838 -1.484 -1.215
H -2.379 -0.504 1.388 0.256
H -1.448 0.978 1.718 0.361
H 0.449 1.923 -1.411 0.303
H 1.694 0.813 -1.775 0.318
H -1.787 -2.306 -0.123 0.311
H -0.159 -1.948 -1.035 0.345
H -0.212 -2.582 0.566 0.296
H 0.666 2.331 0.342 0.215
H -0.150 0.278 -1.977 0.343
H 1.766 1.531 1.247 0.255

Structures ranked by computed energy, the most stable listed first: w, x.

## w
27
Properties=species:S:1:pos:R:3:mulliken_charge:R:1 method="wB97M-V/def2-TZVPD" charge=+1 e_lumo_ev=-4.13 mol_weight_g_mol=158.2 orbital_gap_ev=9.036 e_homo_ha=-0.484 smiles="C[N+](C)=CCC1OCCCO1"
O -1.630 1.198 0.326 -0.409
O -0.959 -0.933 0.045 -0.328
N 2.406 0.097 -0.104 0.139
C 2.628 -1.277 0.116 -0.964
C 0.470 0.381 1.505 -1.108
C -3.272 -0.423 -0.447 -0.811
C 1.460 0.789 0.449 0.260
C -1.954 -1.033 -0.994 -0.382
C -1.007 0.113 0.910 0.392
C -3.089 1.032 0.076 -0.395
C 3.317 0.743 -1.024 -0.952
H -2.169 -2.086 -1.059 0.302
H -3.625 -1.075 0.289 0.353
H 2.899 1.707 -1.352 0.340
H -1.520 -0.074 2.021 0.078
H -3.077 1.778 -0.806 0.297
H 1.851 -2.024 -0.067 0.246
H 3.270 0.303 -2.006 0.435
H 2.881 -1.200 1.194 0.433
H 0.499 1.135 2.266 0.459
H -3.796 1.227 0.818 0.322
H 4.364 0.842 -0.656 0.349
H 0.632 -0.562 1.889 0.415
H 1.369 1.863 0.090 0.295
H 3.577 -1.484 -0.343 0.426
H -1.589 -0.607 -1.900 0.331
H -3.936 -0.432 -1.237 0.478

## x
27
Properties=species:S:1:pos:R:3:mulliken_charge:R:1 method="wB97M-V/def2-TZVPD" charge=+1 e_lumo_ev="-4.47 / -4.47" mol_weight_g_mol=158.2 orbital_gap_ev="7.240 / 7.240" e_homo_ha="-0.430 / -0.430"
O -1.674 -0.638 1.455 -0.454
O 0.691 1.538 2.038 -0.587
N -0.321 3.011 -0.170 -0.504
C 0.174 -1.314 2.613 -1.168
C -0.469 -1.057 1.328 0.635
C 0.477 -0.231 -1.938 -0.957
C 0.694 1.031 0.704 -0.889
C 0.244 1.254 -1.758 -0.943
C -0.055 -1.782 0.116 -0.563
C -0.576 -1.202 -1.265 -0.564
C 0.276 1.820 -0.359 0.700
H -0.786 -2.047 -2.061 0.370
H -2.306 -0.639 0.591 0.482
H -0.280 -2.218 3.204 0.352
H 1.366 0.238 0.670 0.954
H 0.224 -0.491 -2.940 0.398
H 1.236 -1.483 2.530 0.324
H -1.453 -0.612 -1.180 0.260
H 1.003 -1.811 0.184 0.431
H -0.050 -0.325 3.219 0.353
H -0.178 3.395 0.711 0.148
H 0.937 1.906 -2.424 0.377
H -0.119 2.134 2.181 0.299
H -0.701 1.457 -2.107 0.545
H -0.722 3.544 -1.034 0.274
H -0.429 -2.873 0.078 0.325
H 1.457 -0.642 -1.672 0.402

Structures ranked by computed energy, the most stable listed first: w, x.

## w
42
Properties=species:S:1:pos:R:3:mulliken_spin:R:1 method="wB97M-V/def2-TZVPD" spin_multiplicity=6 s2=8.7749 e_lumo_ev="0.16 / -1.07" mol_weight_g_mol=551.4 orbital_gap_ev="7.625 / 6.600" e_homo_ha="-0.274 / -0.282"
Se 0.746 2.000 -1.200 0.265
Fe 0.142 0.536 0.488 3.946
S 2.345 -0.081 1.367 0.273
S -0.997 -4.186 -0.010 0.007
S -4.296 1.005 -1.726 0.006
S -0.372 1.009 2.671 0.354
N -2.573 2.866 -0.746 0.004
N 1.339 -2.940 0.538 0.003
N -2.090 0.596 -0.474 0.018
N -0.529 -1.648 -0.004 0.046
N 1.728 6.392 0.152 0.011
C 0.058 -2.794 0.206 -0.004
C 0.526 4.358 0.479 0.006
C 0.845 5.664 0.811 -0.008
C 2.337 5.843 -0.885 -0.002
C -2.830 1.558 -0.930 0.001
C 2.842 -0.833 5.270 0.019
C 2.083 4.556 -1.327 0.005
C -2.625 -0.641 -0.729 0.014
C 3.040 -0.745 3.908 -0.021
C -1.852 -1.811 -0.366 -0.005
C -3.819 -0.618 -1.383 0.003
C -2.278 -3.100 -0.416 0.001
C 2.063 -0.186 3.086 0.024
C 0.879 0.305 3.664 0.007
C 0.703 0.227 5.046 0.009
C 1.674 -0.346 5.842 -0.007
C 1.157 3.790 -0.625 0.025
H -4.444 -1.436 -1.670 0.000
H 0.374 6.156 1.652 0.000
H -2.986 3.534 -1.374 0.001
H -0.179 3.794 1.079 0.005
H 3.601 -1.281 5.892 0.002
H -3.251 -3.482 -0.646 0.000
H 2.590 4.143 -2.185 -0.004
H -0.204 0.619 5.480 -0.003
H 1.520 -0.404 6.911 0.000
H 1.901 -2.101 0.705 0.000
H 3.956 -1.097 3.456 -0.004
H -1.647 3.086 -0.403 0.002
H 3.068 6.470 -1.376 0.000
H 1.749 -3.852 0.626 0.002

## x
42
Properties=species:S:1:pos:R:3:mulliken_spin:R:1 method="wB97M-V/def2-TZVPD" spin_multiplicity=6 s2=8.7722 e_lumo_ev="0.06 / -0.90" mol_weight_g_mol=551.4 orbital_gap_ev="7.462 / 6.706" e_homo_ha="-0.272 / -0.280"
Se -1.295 2.145 -0.231 0.203
Fe -0.147 0.005 0.109 4.075
S -0.023 -0.220 -4.645 0.008
S -3.476 -3.236 -0.146 0.011
S 0.157 0.162 2.394 0.289
S 1.879 -1.089 -0.036 0.298
N 1.573 1.113 -2.909 0.004
N -1.608 -1.492 -0.206 0.033
N -5.579 3.352 1.278 0.013
N -2.315 -2.010 1.962 0.001
N -0.114 -0.290 -2.096 0.009
C 3.073 -1.875 4.284 0.009
C 3.844 -2.366 3.238 0.002
C -1.885 -1.828 -1.525 0.012
C 2.334 -1.360 1.642 -0.030
C -1.096 -1.149 -2.552 0.017
C 1.560 -0.861 2.698 0.014
C -4.545 4.190 1.329 -0.003
C 1.942 -1.124 4.012 -0.001
C -2.855 -2.748 -1.686 0.004
C -1.202 -1.234 -3.894 0.005
C 3.474 -2.110 1.929 0.010
C -5.337 2.138 0.789 -0.005
C 0.537 0.269 -3.079 -0.011
C -4.096 1.714 0.342 0.006
C -2.371 -2.153 0.636 0.003
C -3.262 3.871 0.912 0.020
C -3.027 2.602 0.401 0.013
H -3.966 0.714 -0.050 0.000
H -1.890 -1.818 -4.481 0.000
H 4.069 -2.491 1.108 -0.003
H -6.185 1.461 0.750 0.000
H 1.885 1.694 -3.665 0.001
H 1.806 1.396 -1.970 0.000
H 4.735 -2.947 3.441 0.001
H -2.883 -2.571 2.568 0.002
H -4.750 5.177 1.730 0.000
H -2.464 4.596 0.984 -0.002
H 3.356 -2.070 5.310 0.001
H -1.608 -1.386 2.352 -0.002
H -3.235 -3.171 -2.599 -0.001
H 1.342 -0.727 4.821 -0.006

Structures ranked by computed energy, the most stable listed first: x, w.

## w
12
Properties=species:S:1:pos:R:3:mulliken_charge:R:1 method="wB97M-V/def2-TZVPD" charge=+1 e_lumo_ev=-3.81 mol_weight_g_mol=104.2 orbital_gap_ev=10.561 e_homo_ha=-0.528 smiles="S[C@H]1[NH2+]C=CO1"
S -2.579 0.157 0.166 -0.165
O -0.270 -1.625 -0.203 -0.235
N -0.001 0.757 -0.276 -0.076
C 0.865 -1.300 0.281 0.049
C 1.169 -0.012 0.143 -0.516
C -0.927 -0.374 -0.654 -0.227
H 1.407 -2.236 0.630 0.372
H -2.820 -1.037 0.568 0.205
H 0.226 1.452 -1.020 0.347
H -1.131 -0.397 -1.670 0.446
H 1.978 0.644 0.476 0.410
H -0.418 1.052 0.591 0.391

## x
12
Properties=species:S:1:pos:R:3:mulliken_charge:R:1 method="wB97M-V/def2-TZVPD" charge=+1 e_lumo_ev=-4.26 mol_weight_g_mol=104.2 orbital_gap_ev=9.589 e_homo_ha=-0.509
S -0.694 1.821 -0.067 0.000
O 1.753 1.092 -0.635 -0.375
N 0.202 -1.051 -0.330 -0.406
C -0.828 -0.784 0.705 -0.385
C 0.537 0.769 -0.862 0.102
C -1.241 0.431 0.907 -0.324
H 0.460 0.562 -1.933 0.399
H -1.817 0.727 1.670 0.469
H 1.085 -1.505 -0.094 0.328
H 2.075 1.310 0.236 0.403
H -0.397 -1.746 -0.916 0.374
H -1.134 -1.626 1.320 0.413

Structures ranked by computed energy, the most stable listed first: x, w.

## w
19
Properties=species:S:1:pos:R:3:mulliken_charge:R:1 method="wB97M-V/def2-TZVPD" charge=+1 e_lumo_ev=-2.93 mol_weight_g_mol=93.1 orbital_gap_ev=11.519 e_homo_ha=-0.531
O -1.728 -1.834 -2.298 -0.631
N 2.090 0.564 0.234 -0.615
N -0.180 0.022 1.404 -0.079
C -0.874 -1.114 0.761 -1.025
C 0.995 1.339 -0.321 -0.363
C -0.257 1.266 0.587 -0.640
H -1.131 -1.302 -2.840 0.312
H -1.943 -0.921 0.686 0.362
H -0.544 -1.288 -0.254 0.397
H 1.261 2.387 -0.494 0.356
H -0.536 0.153 2.345 0.343
H 0.787 1.011 -1.334 0.338
H 0.845 -0.195 1.358 0.460
H -1.903 -2.609 -2.854 0.325
H -0.253 2.137 1.227 0.394
H -1.174 1.239 0.014 0.278
H 2.642 1.092 0.900 0.214
H 2.666 0.085 -0.444 0.208
H -0.762 -2.030 1.323 0.365

## x
19
Properties=species:S:1:pos:R:3:mulliken_charge:R:1 method="wB97M-V/def2-TZVPD" charge=+1 e_lumo_ev=-3.22 mol_weight_g_mol=93.1 orbital_gap_ev=10.136 e_homo_ha=-0.491
O -0.828 2.656 1.000 -0.629
N 1.648 -0.710 0.634 -0.256
N -1.110 -0.972 0.755 -0.473
C 0.010 -0.266 -1.324 -0.376
C -0.983 -1.228 -0.668 -0.753
C 1.215 0.222 -0.493 -0.482
H 0.285 -0.479 -2.356 0.420
H -1.003 3.244 1.747 0.307
H -1.384 3.042 0.309 0.324
H 0.923 1.141 -0.001 0.164
H -0.546 0.676 -1.435 0.226
H 1.029 -1.521 0.695 0.346
H -1.688 -1.647 1.226 0.203
H 2.569 -1.131 0.495 0.364
H -1.292 -0.014 1.024 0.179
H 1.601 -0.161 1.467 0.325
H -1.922 -1.089 -1.192 0.382
H 2.091 0.484 -1.082 0.380
H -0.615 -2.247 -0.802 0.348

## y
19
Properties=species:S:1:pos:R:3:mulliken_charge:R:1 method="wB97M-V/def2-TZVPD" charge=+1 e_lumo_ev=-2.95 mol_weight_g_mol=93.1 orbital_gap_ev=10.974 e_homo_ha=-0.512
O -2.729 0.578 -1.842 -0.634
N -0.396 -0.709 -0.979 -0.591
N 0.348 -1.119 1.595 -0.274
C 0.987 0.955 0.289 -0.568
C 1.179 0.147 1.659 -0.658
C 0.793 0.171 -0.991 -0.577
H 1.766 1.709 0.372 0.382
H -2.880 1.215 -2.552 0.290
H 0.749 0.811 -1.881 0.380
H 0.015 1.446 0.515 0.291
H 2.251 -0.036 1.769 0.334
H -3.615 0.287 -1.608 0.301
H -1.242 -0.130 -1.012 0.273
H -0.338 -0.991 2.339 0.362
H -0.132 -1.243 0.548 0.482
H 0.944 -1.862 1.958 0.330
H 0.913 0.689 2.575 0.336
H -0.329 -1.463 -1.648 0.218
H 1.716 -0.456 -1.106 0.325

Structures ranked by computed energy, the most stable listed first: w, y, x.

## w
6
Properties=species:S:1:pos:R:3:mulliken_charge:R:1 method="wB97M-V/def2-TZVPD" e_lumo_ev=0.22 mol_weight_g_mol=62.0 orbital_gap_ev=8.476 e_homo_ha=-0.303 smiles="N1=[PH2]N1"
P 0.409 -0.472 0.031 0.292
N 0.787 1.007 -0.211 -0.438
N -0.690 0.665 -0.418 -0.312
H 0.172 -0.982 1.304 0.110
H -1.221 1.058 0.363 0.243
H 0.543 -1.274 -1.069 0.105

## x
6
Properties=species:S:1:pos:R:3:mulliken_charge:R:1 method="wB97M-V/def2-TZVPD" e_lumo_ev=-0.06 mol_weight_g_mol=62.0 orbital_gap_ev=10.407 e_homo_ha=-0.385 smiles=N#P.N
P 3.590 0.446 0.003 0.262
N 4.317 -0.819 -0.011 -0.261
N -0.100 0.040 0.333 -0.655
H 0.139 0.840 -0.244 0.212
H -1.109 0.008 0.403 0.213
H 0.198 -0.793 -0.162 0.228

Structures ranked by computed energy, the most stable listed first: x, w.